# 1
C6H16NO | ωB97M-V/def2-TZVPD

Properties
DFT total energy, hartree: -368.0489
LUMO energy (spin up / spin down), hartree: 0.0372 / 0.0250
ΔE to the lowest compared entry with this formula, charge and spin, kcal/mol: 46.6
Charge: 0
2S+1: 2

Structure (XYZ):
```
24
C6H16NO ωB97M-V/def2-TZVPD
C -0.559 1.512 -0.166
C -1.084 0.165 -0.604
C -0.157 -1.028 -0.313
C -0.092 -1.384 1.171
C -0.912 -2.588 1.620
C -1.880 -3.144 0.919
N 0.570 2.015 -1.074
H -1.335 2.261 -0.227
H -0.127 1.514 0.827
H -1.349 0.207 -1.667
H -2.040 -0.055 -0.124
H 0.847 -0.803 -0.693
H -0.495 -1.855 -0.932
H 0.928 -1.677 1.372
H -0.330 -0.528 1.793
H -0.581 -2.944 2.583
H -2.412 -4.002 1.319
H -2.208 -2.786 -0.045
H 0.554 3.070 -0.995
H 0.588 1.552 -2.003
H 1.464 1.789 -0.599
H 3.759 2.943 -1.511
H 3.645 3.008 0.086
O 3.204 2.760 -0.737
```

# 2
C3H4N4 | ωB97M-V/def2-TZVPD

Properties
DFT total energy, hartree: -335.6944
LUMO energy, hartree: 0.0104
ΔE to the lowest compared entry with this formula, charge and spin, kcal/mol: 49.5
Charge: 0
SMILES: Nc1cncnn1

Structure (XYZ):
```
11
C3H4N4 ωB97M-V/def2-TZVPD
N 1.891 -0.208 -0.814
C 0.625 -0.109 -0.279
C 0.106 0.845 0.673
N -1.169 0.796 0.985
C -1.932 -0.110 0.401
N -1.510 -1.023 -0.451
N -0.225 -1.023 -0.770
H 2.677 0.228 -0.362
H 2.098 -1.049 -1.349
H 0.412 1.694 1.280
H -2.973 -0.041 0.686
```

# 3
C4H4N2 | ωB97M-V/def2-TZVPD

Properties
DFT total energy, hartree: -264.2198
LUMO energy, hartree: 0.0032
ΔE to the lowest compared entry with this formula, charge and spin, kcal/mol: 66.9
Charge: 0

Structure (XYZ):
```
10
C4H4N2 ωB97M-V/def2-TZVPD
C -1.072 0.546 -0.321
C -0.074 0.888 -1.267
N 1.105 0.330 -0.976
N 1.510 -0.486 0.037
C 0.542 -0.745 0.889
C -0.783 -0.245 0.751
H -2.061 0.944 -0.505
H 1.613 0.662 -1.789
H 0.791 -1.388 1.735
H -1.536 -0.504 1.487
```

# 4
C31H27AsCdClNOSTe4 | ωB97M-V/def2-TZVPD

Properties
DFT total energy, hartree: -5661.5146
LUMO energy, hartree: 0.1378
ΔE to the lowest compared entry with this formula, charge and spin, kcal/mol: 48.2
Charge: -2

Structure (XYZ):
```
68
C31H27AsCdClNOSTe4 ωB97M-V/def2-TZVPD
Cd 0.659 -0.129 -0.245
O -0.370 -1.814 1.671
C -1.640 -1.544 2.200
C -2.495 -0.648 1.324
C -3.837 -0.460 1.648
C -4.616 0.333 0.828
C -4.029 0.912 -0.287
C -2.675 0.708 -0.507
N -1.924 -0.066 0.279
H -0.438 -2.489 0.970
H -1.479 -1.051 3.163
H -2.199 -2.468 2.390
H -4.247 -0.939 2.530
H -5.661 0.501 1.057
H -4.596 1.519 -0.979
H -2.159 1.195 -1.325
Te 0.018 -0.090 -2.888
Te -0.544 -0.468 -5.494
Te -0.197 -4.559 -3.591
Te 0.287 -2.670 -1.719
S 0.310 2.341 -1.039
C 0.531 3.631 0.149
C 0.773 4.931 -0.340
C 0.943 6.009 0.502
C 0.861 5.845 1.884
C 0.631 4.577 2.385
C 0.479 3.469 1.545
As 0.212 1.710 2.360
C -1.084 2.305 3.723
C -0.791 2.554 5.059
C -1.779 3.011 5.926
C -3.070 3.224 5.467
C -3.374 2.966 4.135
C -2.390 2.507 3.275
C 1.815 1.637 3.488
C 2.891 2.509 3.381
C 4.056 2.283 4.107
C 4.159 1.182 4.943
C 3.084 0.312 5.066
C 1.925 0.539 4.341
H 0.836 5.062 -1.413
H 1.140 6.989 0.081
H 0.984 6.686 2.556
H 0.578 4.438 3.460
H 0.214 2.396 5.432
H -1.532 3.203 6.964
H -3.834 3.590 6.141
H -4.382 3.121 3.767
H -2.637 2.306 2.236
H 2.839 3.354 2.708
H 4.890 2.965 3.997
H 5.078 0.989 5.482
H 3.157 -0.556 5.710
H 1.099 -0.162 4.421
Cl 3.980 1.556 -0.913
C 4.705 0.110 -0.271
C 6.047 -0.122 -0.522
C 6.656 -1.271 -0.040
C 5.884 -2.195 0.655
C 4.549 -1.938 0.911
C 3.916 -0.756 0.498
C 2.552 -0.427 0.919
H 6.610 0.606 -1.093
H 7.715 -1.432 -0.195
H 6.330 -3.119 1.006
H 3.957 -2.662 1.461
H 2.239 -0.964 1.814
H 2.561 0.642 1.157
```

# 5
C2H9NO4 | ωB97M-V/def2-TZVPD

Properties
DFT total energy, hartree: -437.3370
LUMO energy, hartree: 0.0179
ΔE to the lowest compared entry with this formula, charge and spin, kcal/mol: 6.5
Charge: 0
SMILES: CNC(=O)O.O.O

Structure (XYZ):
```
16
C2H9NO4 ωB97M-V/def2-TZVPD
C 1.175 -1.557 1.983
N 0.589 -1.139 0.732
C 1.324 -0.683 -0.349
O 0.900 -0.248 -1.386
O 2.625 -0.721 0.023
H 0.666 -2.434 2.378
H 1.203 -0.785 2.750
H 2.197 -1.902 1.835
H -0.393 -1.151 0.507
H 3.120 -0.331 -0.703
O -2.937 0.940 -2.853
H -3.242 1.864 -2.864
H -2.103 1.032 -2.412
O -1.489 2.125 0.335
H -1.218 2.981 -0.013
H -2.416 2.008 0.036
```

# 6
C4H5N3O | ωB97M-V/def2-TZVPD

Properties
DFT total energy, hartree: -394.8810
LUMO energy, hartree: -0.0089
ΔE to the lowest compared entry with this formula, charge and spin, kcal/mol: 54.3
Charge: 0
SMILES: C/N=c1/ncnco1

Structure (XYZ):
```
13
C4H5N3O ωB97M-V/def2-TZVPD
C -2.370 0.135 0.031
N -1.348 -0.872 0.208
C -0.131 -0.597 -0.005
N 0.871 -1.519 -0.025
C 2.074 -1.040 -0.058
N 2.495 0.304 0.129
C 1.511 1.097 0.078
O 0.244 0.750 -0.215
H -3.199 -0.218 -0.670
H -2.746 0.575 0.902
H -1.960 1.017 -0.560
H 2.879 -1.768 -0.131
H 1.680 2.136 0.316
```

# 7
CH4N2O2 | ωB97M-V/def2-TZVPD

Properties
DFT total energy, hartree: -300.3707
LUMO energy (spin up / spin down), hartree: 0.0118 / 0.0118
ΔE to the lowest compared entry with this formula, charge and spin, kcal/mol: 73.4
Charge: 0

Structure (XYZ):
```
9
CH4N2O2 ωB97M-V/def2-TZVPD
C -0.341 -1.136 -0.603
N -1.569 -0.862 -0.977
N 0.579 0.763 -0.479
O 0.288 -2.185 -0.585
O 1.938 0.461 -0.008
H -1.653 0.142 -1.202
H -2.200 -1.485 -1.535
H 0.889 0.751 -1.437
H 1.953 0.651 0.931
```

# 8
C22H33F15O12 | ωB97M-V/def2-TZVPD

Properties
DFT total energy, hartree: -3258.9649
LUMO energy, hartree: 0.0166
Charge: 0
SMILES: CCOC(=O)C(F)(F)F.CCOC(=O)C(F)(F)F.CCOC(=O)C(F)(F)F.CCOC(=O)C(F)(F)F.CCOC(=O)C(F)(F)F.CO.CO

Structure (XYZ):
```
82
C22H33F15O12 ωB97M-V/def2-TZVPD
C -4.486 -1.179 -4.608
C -4.241 -2.565 -4.016
O -3.771 -3.450 -5.063
C -3.330 -4.630 -4.728
O -3.345 -5.165 -3.647
C -2.931 -5.434 -6.014
F -4.044 -5.627 -6.772
F -1.975 -4.799 -6.742
F -2.440 -6.578 -5.610
H -4.993 -0.559 -3.908
H -5.255 -1.214 -5.405
H -3.586 -0.713 -5.072
H -5.184 -2.969 -3.632
H -3.478 -2.484 -3.210
C -1.235 5.448 1.287
C -0.816 4.798 -0.020
O -1.030 3.289 0.114
C -1.664 2.657 -0.900
O -2.291 3.237 -1.772
C -1.458 1.113 -0.745
F -2.264 0.447 -1.516
F -0.207 0.867 -1.046
F -1.740 0.791 0.515
H -0.878 4.727 2.077
H -2.352 5.495 1.407
H -0.768 6.399 1.342
H 0.287 4.862 -0.248
H -1.405 5.117 -0.885
C 3.207 -0.820 5.829
C 2.946 0.464 6.602
O 1.642 0.990 6.170
C 0.870 1.583 7.110
O 1.167 1.783 8.235
C -0.527 1.867 6.508
F -1.265 0.775 6.656
F -1.143 2.862 7.220
F -0.485 2.186 5.221
H 2.471 -1.589 6.024
H 4.228 -1.102 6.081
H 3.225 -0.613 4.783
H 3.613 1.332 6.434
H 2.850 0.370 7.631
C 1.612 3.195 2.852
C 2.517 4.155 2.094
O 3.394 3.409 1.165
C 3.086 3.629 -0.102
O 2.324 4.490 -0.558
C 3.815 2.717 -1.077
F 2.843 1.789 -1.446
F 4.148 3.399 -2.147
F 4.834 2.106 -0.472
H 0.694 2.997 2.213
H 1.266 3.690 3.757
H 2.192 2.280 3.123
H 3.221 4.649 2.713
H 1.978 4.879 1.506
C -0.802 -3.730 -0.270
C 0.559 -3.848 0.366
O 0.794 -2.768 1.222
C 0.417 -2.756 2.466
O -0.064 -3.657 3.111
C 0.628 -1.300 2.938
F 1.905 -0.843 2.873
F -0.090 -0.426 2.155
F 0.111 -1.193 4.176
H -1.007 -4.591 -0.976
H -0.789 -2.767 -0.923
H -1.635 -3.733 0.402
H 1.345 -3.783 -0.390
H 0.622 -4.746 0.911
C 2.418 -2.443 -4.163
O 1.299 -2.984 -3.492
H 3.259 -3.069 -3.787
H 2.465 -2.581 -5.282
H 2.630 -1.388 -3.854
H 0.518 -2.776 -4.002
C -0.675 -0.396 -4.619
O -0.865 -1.781 -4.777
H 0.196 -0.173 -4.083
H -0.579 0.224 -5.545
H -1.489 0.095 -4.067
H -1.015 -1.940 -5.699
```